(1)
10
Properties=species:S:1:pos:R:3:forces:R:3 method="wB97M-V/def2-TZVPD" e_lumo_ev="-1.15 / -1.15" homo_lumo_gap_ha="0.28004 / 0.28020" homo_ev="-8.77 / -8.78" energy_ev=-20743.615 max_force_ev_per_a=3.54 de_lowest_kcal_mol=80.2
P -0.786117 0.209887 -2.068323 0.3 0.8 -0.9
P 0.073359 -1.024149 2.433347 1.0 3.2 -1.3
C 0.660856 0.382943 0.227564 1.6 1.1 3.0
C 0.577540 0.820404 -1.007388 -1.8 -0.7 -1.1
H 1.372671 0.977098 0.823729 -0.3 -0.6 0.2
H -1.006904 -1.760668 2.137830 -1.5 -1.1 -0.7
H 1.076169 1.703431 -1.446546 0.3 -0.5 0.8
H -0.027501 -0.606233 -2.955351 -0.1 -0.1 0.2
H -1.121352 -0.743194 -1.150645 -0.4 -1.1 0.4
H -0.818723 0.040482 3.005783 1.0 -0.9 -0.7



(2)
8
Properties=species:S:1:pos:R:3:forces:R:3 method="wB97M-V/def2-TZVPD" smiles=C#CCO e_lumo_ev=0.70 homo_lumo_gap_ha=0.38949 homo_ev=-9.90 energy_ev=-5219.181 max_force_ev_per_a=3.85 de_lowest_kcal_mol=68.2
O 1.361272 -0.782914 0.205432 -0.4 2.5 -1.6
C -1.795602 -0.271446 0.202993 -1.2 -1.9 -2.8
C 0.671453 0.642878 0.086029 1.3 -2.8 1.1
C -0.689598 0.145205 -0.151821 -1.9 0.8 0.8
H -2.754447 -0.956156 -0.093211 2.8 2.3 1.4
H 1.290581 -0.991418 -0.762270 0.4 -0.4 1.4
H 1.376780 1.217515 -0.647483 -2.1 -0.6 1.4
H 0.539558 0.996333 1.160328 1.1 0.1 -1.5



(3)
11
Properties=species:S:1:pos:R:3:forces:R:3 method="wB97M-V/def2-TZVPD" smiles="S=C1N=NC(S)(S)N1" e_lumo_ev=-1.59 homo_lumo_gap_ha=0.27810 homo_ev=-9.16 energy_ev=-39096.538 max_force_ev_per_a=4.60 de_lowest_kcal_mol=8.4
S 4.338670 0.021334 0.543436 -1.7 -0.1 -0.9
S -0.603052 -1.542143 0.234154 0.9 -0.3 0.4
S -0.688377 1.285418 -0.004239 1.1 1.3 -0.8
N 1.648492 -0.047155 0.825498 -1.2 0.3 -0.4
N 1.092834 -0.185326 -1.403694 -1.0 0.5 0.5
N 2.299693 -0.076186 -1.265460 1.9 -0.7 -3.7
C 0.484566 -0.099258 -0.086439 -0.5 -0.2 1.7
C 2.746716 -0.050528 0.020227 1.9 0.8 4.1
H 1.608486 0.332411 1.795305 0.1 -0.7 -1.4
H -1.618364 -0.888925 -0.273471 -0.8 0.0 -0.4
H 0.070986 2.202071 -0.752121 -0.7 -0.9 0.8



(4)
16
Properties=species:S:1:pos:R:3:forces:R:3 method="wB97M-V/def2-TZVPD" e_lumo_ev=0.63 homo_lumo_gap_ha=0.29428 homo_ev=-7.37 energy_ev=-11246.765 max_force_ev_per_a=0.93 de_lowest_kcal_mol=65.9
O -1.908507 0.739754 1.358691 -0.2 0.2 0.0
N 0.650300 -1.824015 0.115329 0.1 0.0 0.1
N 0.429677 0.204748 1.649335 0.3 0.3 0.7
N 0.174892 1.712694 -0.624848 0.1 -0.9 -0.2
N 0.428183 -0.169493 -2.007240 0.0 0.3 0.2
C -0.853931 -0.149125 1.489035 0.1 -0.1 -0.5
C 0.265841 -0.449369 0.372983 -0.6 -0.5 -0.3
C 0.287759 0.372905 -0.777350 0.0 0.6 -0.2
H -1.552899 1.638403 1.371484 0.1 -0.1 0.0
H 1.393024 -2.075103 0.760352 0.0 0.0 -0.1
H -1.293555 -1.107097 1.807772 0.1 0.1 0.0
H -0.121844 -2.456863 0.295845 0.1 0.1 0.0
H 0.334903 2.002037 0.334055 0.1 0.1 -0.1
H 0.303872 2.332269 -1.406388 -0.1 0.0 0.2
H 0.648799 -1.155794 -1.983844 0.1 0.0 0.0
H 0.813488 0.384046 -2.755212 -0.1 -0.1 0.0



(5)
141
Properties=species:S:1:pos:R:3:forces:R:3 method="wB97M-V/def2-TZVPD" smiles=COC[C@H](C)N.COC[C@H](C)N.COC[C@H](C)N.OCCO.OCCO.OCCO.OCCO.OCCO.OCCO.OCCO.OCCO.OCCO e_lumo_ev=0.49 homo_lumo_gap_ha=0.35064 homo_ev=-9.05 energy_ev=-79982.446 max_force_ev_per_a=4.55 de_lowest_kcal_mol=28.9
O 17.211731 8.737540 19.260129 0.0 -0.2 0.2
O 10.610272 15.590150 14.103586 0.1 0.1 -1.1
O 13.758423 11.559821 15.811007 0.1 -0.7 0.6
O 13.517282 11.895825 20.430513 0.9 0.3 0.0
O 15.249426 16.190099 14.270783 -0.3 0.9 -0.8
O 14.991735 6.143988 12.811170 -0.1 -0.1 -1.4
O 13.746911 15.780144 12.254321 0.5 0.1 0.2
O 15.256693 13.491354 11.133093 0.3 -1.3 -1.7
O 12.404109 13.725331 10.793109 0.5 0.0 0.1
O 19.011589 10.861349 17.565870 -0.7 0.3 0.0
O 9.358551 11.621219 15.006000 0.1 -0.1 0.2
O 16.392784 16.303658 16.881243 0.1 -0.4 0.0
O 18.737865 7.273573 13.558732 0.1 -0.5 0.1
O 16.771549 8.658913 11.696274 -0.1 -1.0 0.0
O 11.436854 8.837806 13.578548 1.2 -0.8 0.4
O 11.972444 12.880209 14.015353 -0.1 -0.8 0.0
O 8.228359 14.538510 13.060865 -0.6 -1.5 -0.1
O 15.858990 7.903218 14.660324 0.8 -0.3 -0.3
O 11.243225 16.540004 11.218622 0.6 1.4 0.5
O 15.838215 9.349725 16.795320 0.3 0.3 0.4
O 13.057022 15.320093 15.516237 0.1 -0.3 -0.4
N 13.485546 13.709341 17.948717 1.0 1.1 0.2
N 11.032249 6.529219 15.481174 -0.9 0.0 -1.6
N 17.968848 13.616636 19.805486 -0.7 0.8 -0.2
C 20.169696 13.294180 18.967338 0.8 1.1 -1.8
C 12.323200 13.472376 18.785114 0.4 -0.5 0.8
C 14.130691 7.227247 13.146166 -0.4 0.0 0.9
C 12.518635 12.028189 19.471259 -0.2 1.2 -0.9
C 8.485363 13.148377 13.327830 -1.5 -0.1 -0.4
C 18.699480 13.096265 18.647414 0.4 1.0 1.0
C 11.251161 16.736075 14.619118 0.4 -0.3 0.7
C 10.320128 7.839351 15.583074 3.5 -0.6 0.1
C 11.247220 9.138680 12.226008 -1.6 1.4 0.9
C 12.120204 16.353188 15.783227 0.5 -0.4 1.9
C 11.060186 8.604508 16.742258 -3.8 2.2 -1.2
C 17.942608 9.215929 12.315815 -1.8 -0.2 0.2
C 10.242839 8.541941 14.221892 0.7 0.2 2.0
C 11.030988 13.481969 17.958998 0.9 -1.6 3.3
C 13.718575 16.941313 11.435232 -0.7 0.0 0.9
C 8.543250 12.739581 14.785034 -1.3 0.6 0.6
C 18.906756 11.083791 16.184252 0.6 -0.6 -0.5
C 13.361592 12.621263 13.821566 0.0 -0.5 -0.1
C 14.550739 13.188366 9.886834 0.6 0.5 1.2
C 13.189592 12.674594 10.206904 -1.4 0.5 -0.5
C 15.813263 8.973369 19.185070 0.4 0.9 -0.9
C 18.248675 11.704196 18.438868 0.2 -1.4 -1.0
C 16.589128 15.977682 14.533910 1.2 -2.3 0.3
C 14.489197 7.538052 14.612760 -0.6 0.4 -1.5
C 17.095722 16.737924 15.711848 -0.1 1.8 0.8
C 13.145666 12.116135 21.777357 0.6 -1.1 -1.0
C 15.294464 8.521382 17.817638 -1.2 1.2 0.1
C 13.805527 11.293726 14.409639 -2.0 1.1 0.3
C 19.027310 8.196488 12.528460 -0.8 0.4 -0.2
C 12.446781 17.038868 10.598924 -0.4 -0.2 -0.4
H 15.625131 10.095268 19.350780 -0.2 -1.6 -0.1
H 13.650882 12.957550 17.309923 -0.4 -0.7 -0.7
H 14.275370 8.099954 12.464699 0.2 -0.4 0.7
H 20.894703 12.948110 18.207690 -0.6 -0.3 0.1
H 13.955797 13.376264 14.305665 0.3 0.5 0.0
H 10.677279 14.429334 17.754115 -0.4 2.0 -0.9
H 7.580207 12.393545 15.141782 -0.4 0.3 0.0
H 8.778639 13.646665 15.370183 0.4 -0.4 0.1
H 19.699510 11.735648 15.858123 0.6 0.4 -0.2
H 12.620229 12.337826 9.325478 0.4 0.2 0.1
H 13.873463 8.431702 14.794900 0.3 -0.4 0.9
H 12.835824 11.391667 18.662229 0.2 -0.2 -0.6
H 9.680712 7.952468 13.578619 -1.4 -1.5 -1.2
H 10.479788 9.632042 16.773508 1.7 -1.5 0.0
H 19.409310 6.571225 13.497622 -0.5 0.4 0.2
H 18.204246 16.691137 15.816493 -0.7 -0.3 -0.1
H 17.633698 9.112971 18.472750 -0.1 0.1 0.0
H 15.562861 7.481401 17.661071 0.0 -0.2 0.0
H 14.799078 11.063438 14.084237 0.7 -0.2 -0.3
H 13.800817 17.815919 12.096566 0.0 0.0 -0.2
H 9.690180 9.417938 14.433860 -0.7 1.3 -0.1
H 14.583607 16.908418 10.805292 0.5 0.3 -0.8
H 10.269745 11.897192 14.937792 0.9 0.1 -0.3
H 16.531946 16.864750 17.660045 0.2 -0.1 -0.6
H 18.391835 11.154375 19.345697 -0.4 -0.1 0.9
H 14.456640 15.991565 12.948180 -0.8 -0.6 -0.4
H 14.587996 15.789003 14.850194 -0.3 -0.4 0.9
H 12.287975 14.332684 19.503994 0.0 -1.0 -0.2
H 11.789905 13.784837 14.297286 0.5 0.3 -0.1
H 14.336924 6.678580 15.298314 -0.5 0.6 -0.5
H 12.097928 8.691790 16.607817 1.3 0.4 -0.5
H 16.993170 13.790752 19.559135 0.3 -0.2 0.3
H 16.835095 17.806551 15.523404 0.3 -0.4 0.1
H 10.472994 5.827569 14.972447 0.3 0.6 -0.1
H 13.255437 14.831367 16.351193 -0.1 0.1 0.0
H 12.134408 8.985125 11.693384 1.4 -0.2 -0.7
H 10.872827 8.187888 17.714632 -0.2 -0.6 0.4
H 10.675344 15.711593 13.136644 -0.1 -0.3 0.3
H 11.633519 16.063163 16.749079 -0.5 0.2 -1.1
H 11.606529 11.570653 19.794338 -1.0 0.0 0.6
H 14.476811 11.092198 16.246622 0.2 -0.6 0.1
H 17.188062 11.725276 18.143553 0.1 -0.3 0.0
H 20.481476 12.870186 19.892661 0.0 -0.4 0.9
H 18.249844 9.995753 11.626131 0.4 0.0 -0.1
H 19.161501 7.703951 11.595216 -0.1 -0.7 -1.0
H 14.834004 14.242749 11.503249 -0.5 1.4 0.8
H 9.316509 7.712377 15.844118 -1.8 -0.1 0.6
H 7.709921 12.549535 12.805817 0.4 0.5 0.1
H 11.334896 15.591325 11.186071 0.0 -0.8 -0.3
H 16.477896 7.842538 12.164548 0.5 0.9 -0.2
H 13.001679 14.218945 11.391520 -0.5 -0.2 0.0
H 9.428532 12.840952 12.979564 1.4 -0.2 -1.1
H 18.008307 12.997512 20.598143 0.0 -0.3 0.2
H 19.934928 8.699575 12.691198 1.4 0.9 0.7
H 12.662059 17.230785 16.080572 0.5 0.9 0.0
H 14.808426 5.941962 11.877116 0.3 -0.2 0.5
H 10.344422 13.074766 18.710138 -0.6 -0.2 -0.7
H 14.066674 12.084134 22.337533 0.2 -0.7 0.4
H 20.347677 14.383021 18.990270 -0.1 -0.4 0.4
H 14.326933 13.687854 18.531024 -0.3 0.3 -0.1
H 19.054471 10.099694 15.698219 -0.2 0.5 0.1
H 12.354833 18.106416 10.297342 -0.4 -0.7 0.3
H 12.847376 13.106606 21.916755 -1.3 1.7 0.2
H 13.066014 6.966558 13.083056 0.2 -0.2 0.1
H 10.518577 17.430524 14.998864 -0.4 0.4 0.1
H 14.477008 14.067014 9.242407 0.1 0.1 0.0
H 17.138251 16.268944 13.644829 0.2 0.2 -0.1
H 15.325955 8.331583 19.920312 0.1 0.4 0.3
H 12.394081 11.360527 22.036086 0.1 0.3 0.5
H 11.157860 12.837045 17.143078 -0.2 -0.8 -1.4
H 17.558651 9.717346 13.215351 0.7 -0.2 0.3
H 18.373326 13.751072 17.846879 0.3 0.0 -0.5
H 12.505584 16.430956 9.700588 0.6 0.1 -0.4
H 13.069979 10.523289 14.078219 0.6 0.2 0.5
H 10.429829 8.585317 11.769018 -0.1 -0.4 0.0
H 15.155547 12.454961 9.409564 0.4 -0.7 -0.5
H 10.947570 10.190721 12.203157 0.1 0.2 -0.6
H 18.004117 11.551917 15.801455 -0.6 -0.2 0.4
H 13.236157 11.829635 10.871134 0.2 -0.5 0.5
H 14.171087 8.659141 17.792614 0.9 -0.4 0.1
H 16.394590 7.179988 14.270225 -0.3 0.5 0.4
H 8.843985 14.990936 13.617881 0.6 0.8 0.6
H 16.110391 8.810509 16.024081 -0.2 0.0 0.2
H 11.848341 17.266604 13.868875 -0.1 -0.4 -0.1
H 13.622783 12.550204 12.783391 -0.2 0.5 -0.7
H 16.834485 14.872092 14.679168 -0.5 1.1 -0.1
H 11.061509 6.129169 16.379000 0.3 -0.4 1.5



(6)
9
Properties=species:S:1:pos:R:3:forces:R:3 method="wB97M-V/def2-TZVPD" e_lumo_ev="0.48 / -1.83" homo_lumo_gap_ha="0.25030 / 0.31656" homo_ev="-6.33 / -10.44" energy_ev=-19546.919 max_force_ev_per_a=3.43 de_lowest_kcal_mol=53.8 multiplicity=3
S 1.590080 -0.124247 0.275304 -1.4 -1.1 -1.6
O 2.066925 -1.184320 -0.612655 -0.4 0.6 1.0
O 1.534547 1.219633 -0.598279 -0.1 1.0 2.0
O -2.365315 0.232621 0.332784 -1.7 2.5 -1.7
N -0.234134 -0.330509 0.421936 2.9 -0.8 0.2
C -1.152038 0.520949 -0.196373 -0.4 -2.0 1.6
H -2.280918 -0.492990 0.918284 -0.1 -0.9 0.9
H -0.643724 -1.145730 1.002660 1.5 1.7 -1.5
H 1.484577 1.304596 -1.543659 -0.2 -0.9 -0.9